# 1
ORCA calculation (ωB97M-V/def2-TZVPD) on a single C3H2N2O2 molecule at a distorted geometry.

The geometry in XYZ format:
```
9
Properties=species:S:1:pos:R:3:mulliken_charge:R:1
C 1.45844 0.42629 -0.04329 0.5355
C -1.36419 0.37292 -0.04320 0.2762
C 0.06366 0.01399 -0.14405 0.3814
N 0.99906 -0.62653 0.77266 -0.4922
N -0.99608 -0.49893 -0.95312 -0.3033
O 2.30319 1.13791 -0.42293 -0.4348
O -2.22553 1.10532 0.29438 -0.4860
H 0.97379 -0.50820 1.77600 0.2618
H -1.21233 -1.42276 -1.23644 0.2614
```

* energy relative to the best compared isomer or geometry (same formula, charge and spin): 78.0 kcal/mol
* HOMO energy: -9.8565 eV
* SMILES: O=C1NC12NC2=O
* gap between HOMO and LUMO: 10.32 eV
* max |F|: 2.81 eV/A

# 2
ORCA calculation (ωB97M-V/def2-TZVPD) on 2 unconnected molecules or ions with the total composition C8H21N2 at a distorted geometry.

The geometry in XYZ format:
```
31
Properties=species:S:1:pos:R:3:mulliken_charge:R:1
C -2.57641 -1.38314 -0.94963 -0.4514
C 1.10517 -1.43119 -0.09582 -1.2768
C 2.28687 -0.52799 1.91339 -1.4459
C 2.82848 1.20420 -1.38318 -1.0257
C 0.87806 1.44527 0.04626 0.0428
C -3.40085 -0.13070 -0.50019 -0.6709
C -2.43947 1.07556 -0.06515 -0.5200
C 2.22166 -0.51443 0.43124 0.3353
N -1.58341 0.72518 1.06511 -0.6002
N 1.89675 0.78200 -0.23560 -0.0282
H -1.48355 -1.21240 -0.73882 -0.2374
H -3.06910 -2.17223 -0.33857 0.2725
H -2.73728 -1.72718 -2.04885 0.3468
H 1.64420 -2.21558 -0.66046 0.3179
H 0.54188 -1.82123 0.73692 0.4393
H 0.56308 -0.99860 -0.90879 0.3797
H 1.33974 -0.16759 2.35145 0.3103
H 3.13926 -0.02151 2.41966 0.3567
H 2.36659 -1.60183 2.11978 0.4229
H 3.50838 1.89832 -0.93079 0.3540
H 3.31935 0.32583 -1.85955 0.3760
H 2.16428 1.58397 -2.11173 0.4206
H 0.53071 2.45887 -0.31464 0.4175
H 0.11700 1.19608 0.82731 0.2262
H -1.99361 1.27786 1.84762 0.2843
H -3.80863 -0.56958 0.40622 0.3524
H -3.96451 0.16996 -1.42050 0.2843
H -1.81850 1.35149 -0.98016 0.1653
H -2.97849 1.99150 0.07861 0.4621
H 3.17409 -0.72285 -0.04420 0.4455
H -1.77172 -0.26809 1.34304 0.2441
```

* energy relative to the best compared isomer or geometry (same formula, charge and spin): 16.5 kcal/mol
* HOMO energy: -13.0884 eV
* total charge: +1
* gap between HOMO and LUMO: 9.42 eV
* max |F|: 3.62 eV/A

# 3
ORCA calculation (ωB97M-V/def2-TZVPD) on a single C3H8N2 molecule at a distorted geometry.

The geometry in XYZ format:
```
13
Properties=species:S:1:pos:R:3:mulliken_charge:R:1
C -0.85690 -0.30386 -0.49319 0.1810
C 0.01127 -1.04675 0.44507 -0.6825
C 0.96676 1.14255 1.11420 -0.7450
N 0.26846 0.34633 0.14053 -0.2138
N -0.84690 -0.61190 -1.89058 -0.6227
H -1.84847 -0.00788 -0.14998 0.3223
H -1.56192 -0.10226 -2.39823 0.2405
H 0.03636 -0.39296 -2.34030 0.2475
H -0.39010 -1.32450 1.42157 0.2391
H 0.71090 -1.77761 0.03452 0.2128
H 2.02314 0.84481 1.14641 0.2575
H 0.54866 1.03129 2.12356 0.2944
H 0.93875 2.20273 0.84642 0.2689
```

* energy relative to the best compared isomer or geometry (same formula, charge and spin): 71.4 kcal/mol
* HOMO energy: -8.3381 eV
* SMILES: CN1C[C@@H]1N
* gap between HOMO and LUMO: 9.52 eV
* max |F|: 2.46 eV/A

# 4
ORCA calculation (ωB97M-V/def2-TZVPD) on 2 unconnected molecules or ions with the total composition C6H18N3 at a distorted geometry.

The geometry in XYZ format:
```
27
Properties=species:S:1:pos:R:3:mulliken_charge:R:1
C 1.31150 -0.59607 -0.39280 1.7591
C 2.09381 -0.33371 0.89647 -1.4834
C 2.15107 -0.31767 -1.67422 -1.2017
C 0.89476 -2.07892 -0.36477 -1.4961
H 0.40188 -0.00955 -0.43353 -0.5768
H 2.17225 0.69688 1.26976 0.3336
H 3.15078 -0.58835 0.88824 0.4303
H 2.08731 -1.19345 -2.32222 0.3083
H 1.74297 0.51556 -2.23730 0.3372
H 3.19366 -0.11616 -1.43835 0.2752
H 0.63406 -2.39676 -1.37482 0.4407
H 1.71401 -2.72330 -0.03673 0.3476
H 0.04716 -2.28655 0.29390 0.2324
H 1.60905 -0.93513 1.67414 0.3380
C -1.90720 2.12199 -0.90029 -0.9226
C -1.79345 0.48806 0.93122 0.5901
N -2.42213 1.00405 -0.13130 -0.1360
N -0.77072 1.13273 1.45933 -0.2225
N -2.19278 -0.69475 1.43269 -0.4955
H -3.31060 0.58708 -0.35948 0.2172
H -0.47917 2.03373 1.11053 0.2082
H -0.45023 0.94696 2.39728 0.2635
H -3.00589 -1.13459 1.02083 0.2225
H -1.47982 -1.36125 1.70899 0.2409
H -2.29592 2.05966 -1.91336 0.3192
H -0.82360 2.09850 -0.96304 0.3094
H -2.27276 3.08102 -0.54116 0.3611
```

* energy relative to the best compared isomer or geometry (same formula, charge and spin): 16.7 kcal/mol
* HOMO energy: -14.3991 eV
* total charge: +1
* gap between HOMO and LUMO: 11.41 eV
* max |F|: 1.36 eV/A